The following is a quantum chemistry calculation of a single C3H5F2NO3 molecule, from the Open Molecules 2025 dataset.

Summary:
Kohn-Sham gap in eV: 11.1
Net charge: 0
SMILES: C[C@H](O)C(F)(F)[N+](=O)[O-]
Molecular weight in g/mol: 141.07
Total energy in eV: -16255.952
Largest force on an atom in hartree/bohr: 0.0662
Energy relative to the best compared isomer or geometry (same formula, charge and spin) in kJ/mol: 0.0
E_LUMO in Ha: -0.0050

CARTESIAN COORDINATES (ANGSTROEM)
1 C -0.2063 0.7072 1.3181
2 C 0.3928 0.5543 -0.1224
3 C -0.3663 -0.4704 -0.9570
4 N 0.0017 -1.7470 -0.2109
5 O 1.1429 -2.1162 -0.3693
6 O -0.8567 -2.2206 0.4344
7 O 0.3338 1.8040 -0.6129
8 F 0.0269 -0.5192 -2.2746
9 F -1.6822 -0.3967 -0.9904
10 H -0.1077 1.7832 1.6805
11 H 0.3952 0.1947 2.1087
12 H -1.2439 0.3351 1.3389
13 H 1.3927 0.3159 0.1111
14 H 0.7770 1.7759 -1.4541

Forces on the atoms, in the same order (eV/Å):
0.10 0.08 1.07
-1.50 0.53 3.01
0.90 -0.07 -0.56
1.04 0.17 -2.39
0.17 -0.22 0.28
-1.40 -1.31 1.65
-0.35 2.13 -1.64
0.22 -0.09 1.38
-0.17 0.50 0.33
-0.49 -1.25 -1.06
-0.54 -0.22 -0.87
0.37 0.46 0.33
1.37 -1.22 -0.74
0.28 0.51 -0.80

The following is a quantum chemistry calculation of a single C3H5F2NS molecule, from the Open Molecules 2025 dataset.

Summary:
Kohn-Sham gap in eV: 10.0
Net charge: 0
SMILES: C/C(=N\S)C(F)F
Molecular weight in g/mol: 125.14
Total energy in eV: -20951.159
Largest force on an atom in hartree/bohr: 0.0643
Energy relative to the best compared isomer or geometry (same formula, charge and spin) in kJ/mol: 90.3
E_LUMO in Ha: 0.0266

CARTESIAN COORDINATES (ANGSTROEM)
1 C 0.1219 -1.2499 -0.4425
2 C -0.0230 0.1788 0.0685
3 C -0.9542 1.1807 -0.7351
4 H -0.2734 -1.9657 0.2510
5 H 1.1580 -1.5355 -0.6309
6 H -0.4974 -1.0857 -1.3624
7 H 1.7465 0.1010 2.9319
8 H -0.8781 2.1902 -0.2915
9 N 0.6823 0.6619 1.0466
10 F -0.7532 1.2693 -2.0403
11 F -2.2025 0.7020 -0.5231
12 S 1.8731 -0.4470 1.7279

Forces on the atoms, in the same order (eV/Å):
-1.13 2.09 -1.39
2.27 0.53 0.62
0.76 -0.05 3.22
-0.55 -0.31 0.26
-0.13 0.27 -0.33
0.71 -1.63 0.33
0.24 0.12 0.24
0.01 -0.43 -0.15
-0.75 -0.60 -1.24
0.46 -0.47 -0.91
-0.80 -0.09 -0.30
-1.09 0.57 -0.34

The following is a quantum chemistry calculation of a single C3H5F3N2O molecule, from the Open Molecules 2025 dataset.

Summary:
Kohn-Sham gap in eV: 9.0
Net charge: 0
SMILES: CN[C@H](N=O)C(F)(F)F
Molecular weight in g/mol: 142.08
Total energy in eV: -16369.926
Largest force on an atom in hartree/bohr: 0.0261
Energy relative to the best compared isomer or geometry (same formula, charge and spin) in kJ/mol: 192.7
E_LUMO in Ha: -0.0210

CARTESIAN COORDINATES (ANGSTROEM)
1 C 0.7398 -0.1312 -0.3161
2 C -1.6119 -0.3130 0.1566
3 C -2.9429 0.4428 0.0154
4 N -1.7894 -1.6303 -0.4910
5 N -0.5905 0.3986 -0.5489
6 O -2.2209 -2.5038 0.2092
7 F -2.8419 1.6616 0.5709
8 F -3.9402 -0.1829 0.6424
9 F -3.3101 0.6229 -1.2488
10 H 0.7639 -1.1612 -0.6694
11 H 1.4488 0.4551 -0.8934
12 H 1.0322 -0.1109 0.7427
13 H -1.4498 -0.4416 1.2533
14 H -0.6284 1.3936 -0.3577

Forces on the atoms, in the same order (eV/Å):
-0.02 -0.04 0.08
-0.23 0.77 0.85
-0.17 0.08 0.08
-0.20 -1.24 -0.47
-0.19 0.13 0.04
0.31 0.88 -0.05
0.26 0.21 0.13
0.02 -0.28 0.09
0.06 -0.11 -0.28
0.16 -0.02 -0.01
0.10 -0.06 -0.02
0.04 -0.04 -0.03
-0.04 -0.12 -0.42
-0.10 -0.17 0.02

The following is a quantum chemistry calculation of a 3-piece molecular cluster, C3H5F3O3 overall, from the Open Molecules 2025 dataset.

Summary:
Kohn-Sham gap in eV: 10.1
Net charge: 0
Molecular weight in g/mol: 146.06
Total energy in eV: -17484.434
Largest force on an atom in hartree/bohr: 0.0670
Energy relative to the best compared isomer or geometry (same formula, charge and spin) in kJ/mol: 80.4
E_LUMO in Ha: 0.0098

CARTESIAN COORDINATES (ANGSTROEM)
1 C -2.8355 0.4136 -0.0861
2 C -0.6640 -0.4988 0.0628
3 C 3.3418 -0.2736 0.3346
4 O 0.0668 -1.5153 0.4841
5 O -0.1413 0.4661 -0.4883
6 O -1.9983 -0.6032 0.3129
7 F 4.1043 -0.5328 -0.6844
8 F 2.2170 1.1572 -0.5008
9 F 4.0982 0.6781 0.9700
10 H -3.2801 0.9249 0.6683
11 H -3.6641 0.0966 -0.6563
12 H -2.1950 1.0152 -0.7230
13 H -0.3334 -2.3823 0.6525
14 H 1.2835 1.0543 -0.3463

Forces on the atoms, in the same order (eV/Å):
1.42 0.77 -3.04
-0.52 0.86 -0.36
1.68 0.41 1.45
0.24 0.07 -0.22
-1.29 -1.09 0.96
2.10 -2.46 0.93
-0.22 -0.30 -0.71
0.08 1.17 -0.53
-0.96 -0.80 -0.13
-0.57 1.63 2.81
-0.68 -1.19 -0.94
-0.57 0.88 -0.02
-0.61 0.62 0.03
-0.09 -0.56 -0.23

The following is a quantum chemistry calculation of a 2-piece molecular cluster, C3H5F3S overall, from the Open Molecules 2025 dataset.

Summary:
Kohn-Sham gap in eV: 8.4
Net charge: 0
Molecular weight in g/mol: 130.13
Total energy in eV: -22175.062
Largest force on an atom in hartree/bohr: 0.0900
Energy relative to the best compared isomer or geometry (same formula, charge and spin) in kJ/mol: 427.1
E_LUMO in Ha: -0.0531

CARTESIAN COORDINATES (ANGSTROEM)
1 C -0.2843 -0.3402 -0.3899
2 C -0.3496 0.9250 0.5155
3 C 1.2240 -0.7115 -0.2656
4 H -2.6499 -0.1021 0.3971
5 H 0.1080 -0.0173 -1.4723
6 H 0.7334 1.3493 0.6047
7 H -0.8453 0.6391 1.6275
8 H 1.4216 -1.4988 -1.0325
9 F -1.2745 2.1103 -0.0164
10 F 1.5085 -1.1458 1.0029
11 F 1.9691 0.4260 -0.7491
12 S -1.5612 -1.6340 -0.2218

Forces on the atoms, in the same order (eV/Å):
3.01 2.47 -1.90
-1.53 1.29 1.79
-0.94 -1.29 -0.73
1.86 -3.36 -1.32
-2.94 -0.04 1.31
-2.55 -0.25 -0.03
1.44 0.95 -3.20
0.43 0.29 1.05
2.25 -3.28 1.09
0.93 0.90 -0.93
-0.46 -1.87 1.63
-1.51 4.19 1.25

The following is a quantum chemistry calculation of a 2-piece molecular cluster, C3H5FINO overall, from the Open Molecules 2025 dataset.

Summary:
Kohn-Sham gap in eV: 8.4
Net charge: 0
Molecular weight in g/mol: 216.98
Total energy in eV: -17542.682
Largest force on an atom in hartree/bohr: 0.0757
Energy relative to the best compared isomer or geometry (same formula, charge and spin) in kJ/mol: 339.5
E_LUMO in Ha: 0.0144

CARTESIAN COORDINATES (ANGSTROEM)
1 C 0.9062 1.1540 -0.4646
2 C 1.1931 -1.0815 -1.6959
3 C -1.7854 -0.0287 1.1043
4 N 1.0672 0.2359 -1.1856
5 O 0.7386 2.0119 0.3042
6 F -0.8674 -1.0203 1.4191
7 I -1.3038 1.3326 2.7981
8 H 1.8384 -1.7545 -1.2377
9 H 0.2547 -1.4851 -1.5554
10 H 1.5076 -1.0808 -2.6594
11 H -2.7613 -0.5838 1.3700
12 H -0.7879 2.3003 1.8029

Forces on the atoms, in the same order (eV/Å):
0.12 -2.41 -0.56
-0.79 1.34 1.56
-0.94 -1.46 -0.68
0.88 0.98 0.10
-0.06 1.70 0.63
0.47 -0.62 -0.47
-1.64 -1.38 3.25
1.59 -0.56 1.72
-2.13 -1.26 -0.36
0.45 0.28 -3.16
0.78 1.12 0.21
1.29 2.29 -2.25

The following is a quantum chemistry calculation of C3H5FInO2 as an isolated structure, from the Open Molecules 2025 dataset.

Summary:
Kohn-Sham gap (alpha / beta) in eV: 5.8 / 6.0
Net charge: +1
Molecular weight in g/mol: 206.89
Total energy in eV: -15161.499
Largest force on an atom in hartree/bohr: 0.1303
E_LUMO (alpha / beta) in Ha: -0.2634 / -0.2637

CARTESIAN COORDINATES (ANGSTROEM)
1 In -0.8788 1.1605 1.2784
2 F -1.0019 -0.6901 1.5287
3 O -1.3822 1.7544 -0.4738
4 C -0.3250 1.4377 -1.2052
5 C 0.8085 0.9023 -0.5827
6 O 0.9090 1.2913 0.7243
7 H -0.3374 1.6473 -2.2837
8 H 1.7347 0.9542 -1.1772
9 C 0.0074 -1.8055 0.6576
10 H -0.5049 -1.8186 -0.3158
11 H 0.6172 -2.6111 0.2337
12 H 0.3534 -2.2225 1.6157

Forces on the atoms, in the same order (eV/Å):
-3.25 0.58 4.45
-3.07 1.24 2.89
0.77 0.68 -4.32
-2.56 0.16 -0.19
1.97 3.25 1.61
4.03 -1.15 -2.93
-0.28 -0.25 0.41
-0.23 -0.98 0.49
3.62 -4.73 -3.07
-1.36 0.79 1.18
1.77 -0.51 -1.07
-1.41 0.90 0.54

The following is a quantum chemistry calculation of a single C3H5FN2 molecule, from the Open Molecules 2025 dataset.

Summary:
Kohn-Sham gap in eV: 10.5
Net charge: 0
SMILES: [H]/N=C(N)\C=C\F
Molecular weight in g/mol: 88.08
Total energy in eV: -8888.670
Largest force on an atom in hartree/bohr: 0.0471
Energy relative to the best compared isomer or geometry (same formula, charge and spin) in kJ/mol: 45.9
E_LUMO in Ha: 0.0335

CARTESIAN COORDINATES (ANGSTROEM)
1 C 0.5248 0.2792 0.4972
2 C -0.0463 0.3704 -0.8680
3 C -0.8090 -0.6763 -1.2680
4 H 0.4805 -0.6505 2.1135
5 H -0.9738 -0.0859 1.6648
6 H 1.9097 1.4513 0.2122
7 H -0.0475 1.2962 -1.4403
8 H -1.0289 -1.6356 -0.7915
9 N -0.1565 -0.5820 1.3859
10 N 1.5405 0.8930 0.9586
11 F -1.3934 -0.6597 -2.4642

Forces on the atoms, in the same order (eV/Å):
0.06 0.33 0.04
-1.52 -1.42 0.46
0.75 0.77 0.02
0.97 -0.35 2.19
-0.91 -0.03 0.45
0.68 0.45 -0.40
0.39 -0.33 -0.02
0.46 0.60 0.30
-0.31 -0.09 -2.16
-0.35 -0.17 -0.38
-0.23 0.24 -0.50

The following is a quantum chemistry calculation of a 2-piece molecular cluster, C3H5FN2 overall, from the Open Molecules 2025 dataset.

Summary:
Kohn-Sham gap in eV: 9.7
Net charge: 0
Molecular weight in g/mol: 88.08
Total energy in eV: -8886.955
Largest force on an atom in hartree/bohr: 0.0854
Energy relative to the best compared isomer or geometry (same formula, charge and spin) in kJ/mol: 211.4
E_LUMO in Ha: 0.0414

CARTESIAN COORDINATES (ANGSTROEM)
1 C 2.9395 1.1369 0.3407
2 C -1.4205 -0.4589 -0.1570
3 C -0.1966 -0.6745 0.2771
4 N 2.8311 0.1973 -0.3511
5 N -2.1913 0.6319 0.3405
6 F 0.6877 -1.5985 -0.1320
7 H -1.6722 1.2058 1.0254
8 H -1.7431 -1.1457 -0.9766
9 H 0.3319 0.0155 1.1121
10 H 2.9882 -0.4429 -1.0593
11 H -2.5547 1.1332 -0.4198

Forces on the atoms, in the same order (eV/Å):
-0.24 -0.77 -0.43
0.59 -0.43 -0.68
2.04 2.53 2.96
0.32 2.15 1.56
0.70 -1.54 1.02
-0.52 -0.65 -0.39
-0.48 -0.45 -0.90
-0.43 0.96 0.80
-1.44 -1.64 -2.03
0.02 -1.30 -1.13
-0.57 1.13 -0.78

The following is a quantum chemistry calculation of a 2-piece molecular cluster, C3H5FN2O4 overall, from the Open Molecules 2025 dataset.

Summary:
Kohn-Sham gap (alpha / beta) in eV: 9.5 / 6.4
Net charge: 0
Molecular weight in g/mol: 152.08
Total energy in eV: -17069.500
Largest force on an atom in hartree/bohr: 0.0681
Energy relative to the best compared isomer or geometry (same formula, charge and spin) in kJ/mol: 337.6
E_LUMO (alpha / beta) in Ha: -0.0337 / -0.1181

CARTESIAN COORDINATES (ANGSTROEM)
1 C 0.1663 -0.1537 -1.6004
2 C -1.3767 -0.8605 1.4703
3 C 0.5203 0.3906 -0.2993
4 N 1.6933 -0.1465 0.3132
5 N -0.0433 1.5975 0.0611
6 O 2.2501 -1.0478 -0.3551
7 O 1.9364 0.1239 1.4460
8 O 0.4336 2.3484 0.8660
9 O -1.1725 1.7877 -0.4956
10 F -2.0316 -1.8671 0.8349
11 H 0.0289 -1.2376 -1.6652
12 H 0.9865 -0.2289 -2.3049
13 H -0.7703 0.3764 -1.8807
14 H -0.6097 -1.1536 2.1342
15 H -2.0113 0.0711 1.4755

Forces on the atoms, in the same order (eV/Å):
-1.36 -0.62 -0.82
-2.13 0.75 -1.91
0.43 -2.01 -1.13
0.03 -2.10 -1.16
-3.26 1.21 -0.38
-0.35 1.45 0.81
0.73 0.61 1.49
0.71 0.28 0.38
1.61 0.29 1.05
0.98 0.88 0.68
-0.65 -0.13 1.03
0.43 1.30 -0.33
1.09 -0.62 -0.55
0.61 -0.26 0.64
1.11 -1.04 0.20

The following is a quantum chemistry calculation of C3H5FN2S as an isolated structure, from the Open Molecules 2025 dataset.

Summary:
Kohn-Sham gap in eV: 8.9
Net charge: 0
Molecular weight in g/mol: 120.15
Total energy in eV: -19720.353
Largest force on an atom in hartree/bohr: 0.1433
Energy relative to the best compared isomer or geometry (same formula, charge and spin) in kJ/mol: 412.2
E_LUMO in Ha: 0.0078

CARTESIAN COORDINATES (ANGSTROEM)
1 C -1.8160 0.5651 -0.2063
2 C 0.2123 -0.9380 0.0543
3 C 1.4236 -1.2604 -0.1035
4 H 1.4606 1.2234 -0.3897
5 H 0.3257 1.8496 1.2067
6 H -2.2057 1.6227 -0.6175
7 H -0.5537 -1.6851 0.3735
8 H 1.6660 -2.3696 0.0204
9 N 0.3011 1.5999 0.0099
10 N -0.4794 0.3821 -0.1389
11 F 2.5376 -0.3153 -0.1585
12 S -2.8720 -0.6744 -0.0504

Forces on the atoms, in the same order (eV/Å):
-0.81 0.54 -1.56
-6.71 3.02 0.43
5.33 -1.28 0.69
-4.61 1.84 2.15
0.45 -1.22 -4.46
1.46 -2.20 1.40
0.88 0.39 -0.82
0.50 2.07 -0.25
3.67 -1.21 1.88
2.38 0.04 0.87
-2.14 -2.17 -0.47
-0.41 0.19 0.14

The following is a quantum chemistry calculation of a single C3H5FO molecule, from the Open Molecules 2025 dataset.

Summary:
Kohn-Sham gap in eV: 10.6
Net charge: 0
SMILES: CO/C=C/F
Molecular weight in g/mol: 76.07
Total energy in eV: -7953.529
Largest force on an atom in hartree/bohr: 0.1331
Energy relative to the best compared isomer or geometry (same formula, charge and spin) in kJ/mol: 287.5
E_LUMO in Ha: 0.0384

CARTESIAN COORDINATES (ANGSTROEM)
1 C -1.2197 0.3334 1.8513
2 C -0.0141 -0.1810 -0.0754
3 C 0.9525 -0.0264 -0.9571
4 H -1.4802 1.3321 1.4412
5 H -0.8880 0.3438 2.9892
6 H -1.8887 -0.4414 1.8062
7 H -1.1819 -0.0608 -0.1503
8 H 2.0753 0.1163 -0.6835
9 O -0.0582 -0.1509 1.3823
10 F 0.6129 -0.0932 -2.3749

Forces on the atoms, in the same order (eV/Å):
1.27 2.12 4.17
-4.71 1.23 2.79
1.47 -0.18 -1.27
-0.25 -0.65 0.48
-1.48 0.81 -1.88
-2.75 -1.34 -0.44
2.37 -0.82 -2.14
-2.29 -0.44 -1.00
5.46 -1.02 -4.00
0.90 0.28 3.31